[1]
Here is a structure of composition C33H57F18Hg2N6O15S6 from OMol25. Energies are from ωB97M-V/def2-TZVPD.

The value obtained for the total energy is -7241.39641 Ha. As for the HOMO energy: -0.3495 Eh. The charge is +1. The value obtained for the frontier orbital gap is 1.358 eV. The spin multiplicity is 1.

Last column: Löwdin charge in e.
CARTESIAN COORDINATES (ANGSTROEM)
Hg  -3.692  1.756  0.552  1.2859
Hg  -4.080  -1.928  -3.971  1.3563
C  -1.652  -2.079  0.027  -0.6326
F  -1.489  -3.349  -0.401  0.1450
F  -2.758  -1.968  0.740  0.1520
F  -0.671  -1.773  0.854  0.1407
S  -1.517  -0.845  -1.466  0.7517
O  -0.174  -1.021  -2.005  -0.2214
O  -2.598  -1.140  -2.390  -0.4641
N  -2.093  0.626  -0.591  -0.3472
S  -0.728  1.288  -0.185  0.5510
O  -1.234  2.233  0.801  -0.3539
O  0.341  0.494  0.372  -0.2334
C  -0.242  2.359  -1.633  -0.6819
F  0.534  1.712  -2.477  0.1518
F  -1.337  2.679  -2.349  0.1276
F  0.329  3.493  -1.356  0.2001
C  -2.161  5.561  0.843  -0.5665
F  -1.888  5.080  -0.368  0.1313
F  -1.227  5.363  1.768  0.1860
F  -2.500  6.880  0.667  0.1125
S  -3.859  4.734  1.348  0.6667
O  -3.503  3.644  2.177  -0.3782
O  -4.785  5.724  1.875  -0.2414
N  -4.412  3.835  0.006  -0.3916
S  -4.919  4.823  -1.047  0.5636
O  -4.566  6.263  -0.982  -0.2512
O  -4.736  4.291  -2.365  -0.2985
C  -6.871  4.563  -0.851  -0.6102
F  -7.455  5.221  -1.857  0.1519
F  -7.215  3.271  -0.797  0.1326
F  -7.063  5.249  0.274  0.1180
C  -4.926  -6.294  -4.554  -0.5772
F  -5.168  -7.307  -5.392  0.1735
F  -6.016  -6.111  -3.804  0.1371
F  -3.844  -6.524  -3.741  0.1101
S  -4.739  -4.660  -5.578  0.7090
O  -4.397  -5.083  -6.942  -0.2608
O  -5.940  -3.830  -5.315  -0.3419
N  -3.383  -3.929  -4.859  -0.4487
S  -2.091  -4.569  -5.405  0.6226
O  -2.146  -5.959  -5.977  -0.2486
O  -1.401  -3.579  -6.251  -0.2887
C  -0.914  -4.618  -3.857  -0.5195
F  -1.199  -3.569  -3.016  0.0526
F  -1.235  -5.747  -3.186  0.1163
F  0.413  -4.632  -4.242  0.1283
C  3.177  -2.290  1.543  -0.0098
C  3.151  -3.678  0.824  -0.4257
C  2.737  -3.651  -0.699  -0.1156
C  3.856  -3.416  -1.709  -0.2095
C  4.986  -4.327  -1.470  -0.1272
C  5.533  -4.260  0.014  -0.4748
N  4.429  -4.446  1.000  -0.1082
O  4.744  -4.796  2.342  0.0030
C  6.538  -5.437  0.203  -0.0377
C  6.255  -3.034  0.385  -0.0488
C  2.072  -4.542  1.560  -0.0494
H  3.548  -1.507  0.883  0.0708
H  3.942  -2.448  2.303  0.0776
H  2.222  -1.994  1.978  0.0727
H  2.091  -4.494  -0.945  0.1086
H  2.057  -2.802  -0.773  0.1024
H  4.153  -2.375  -1.586  0.1047
H  3.439  -3.587  -2.702  0.1177
H  5.755  -4.146  -2.221  0.1274
H  4.536  -5.266  -1.793  0.1261
H  7.177  -5.437  1.086  0.0846
H  6.104  -6.424  0.046  0.0847
H  7.253  -5.317  -0.611  0.0783
H  5.926  -2.132  -0.132  0.0789
H  6.453  -2.893  1.448  0.1015
H  7.261  -3.114  -0.026  0.0860
H  2.197  -4.914  2.576  0.0794
H  1.740  -5.459  1.073  0.0768
H  1.132  -3.994  1.492  0.0614
H  4.257  -5.615  2.462  0.0980
C  -2.144  0.408  3.306  -0.0295
C  -3.613  0.480  3.840  -0.4514
C  -3.653  1.415  5.050  -0.1404
C  -5.082  1.616  5.560  -0.1256
C  -6.121  2.049  4.427  -0.1106
C  -6.001  1.172  3.200  -0.4446
N  -4.546  0.900  2.765  -0.0901
O  -4.549  -0.082  1.731  -0.1249
C  -6.909  -0.041  3.187  -0.0158
C  -6.594  2.242  2.242  -0.0698
C  -3.899  -1.034  4.337  -0.0027
H  -2.012  -0.173  2.393  0.0517
H  -1.528  0.009  4.112  0.0983
H  -1.666  1.388  3.315  0.0826
H  -2.959  1.101  5.830  0.1330
H  -3.282  2.367  4.669  0.1139
H  -5.078  2.343  6.372  0.1152
H  -5.335  0.635  5.962  0.1031
H  -6.086  3.137  4.362  0.1271
H  -7.130  1.885  4.804  0.1281
H  -6.739  -0.839  2.465  0.0838
H  -6.935  -0.626  4.107  0.0927
H  -7.917  0.303  2.955  0.1065
H  -6.016  3.165  2.175  0.0512
H  -6.716  1.992  1.188  0.0656
H  -7.609  2.497  2.546  0.1066
H  -3.473  -1.332  5.295  0.0939
H  -3.462  -1.801  3.698  0.0732
H  -4.972  -1.213  4.408  0.0553
H  -5.214  -0.705  2.035  0.0650
C  4.300  2.484  1.071  -0.0136
C  5.251  3.490  0.239  -0.4380
C  6.740  2.917  0.032  -0.1037
C  6.950  1.999  -1.174  -0.1731
C  6.392  2.662  -2.469  -0.1521
C  4.917  3.006  -2.356  -0.4312
N  4.577  3.731  -1.094  -0.1068
O  3.355  4.418  -1.102  -0.0005
C  4.636  4.043  -3.561  -0.0358
C  3.976  1.767  -2.768  -0.0239
C  5.402  4.766  1.001  -0.0610
H  3.965  1.659  0.443  0.0587
H  3.348  2.926  1.368  0.0673
H  4.784  2.093  1.966  0.0727
H  7.371  3.799  -0.081  0.1118
H  7.014  2.289  0.880  0.1142
H  6.512  1.013  -1.015  0.0976
H  7.968  1.772  -1.492  0.1085
H  6.538  2.042  -3.354  0.1208
H  6.987  3.556  -2.655  0.1195
H  3.573  4.093  -3.797  0.0712
H  5.000  5.025  -3.256  0.0775
H  5.172  3.686  -4.440  0.0798
H  4.255  0.938  -2.118  0.0574
H  2.910  1.907  -2.589  0.0454
H  3.886  1.367  -3.778  0.0797
H  5.967  4.538  1.904  0.0941
H  4.460  5.192  1.348  0.0830
H  5.913  5.464  0.338  0.0916
H  3.611  5.265  -1.472  0.0972

***

[2]
Here is a cluster of 2 separate species, C2H3N2O2 in total from OMol25. Energies are from ωB97M-V/def2-TZVPD.

The value obtained for the total energy is -337.87297 Ha. As for the HOMO energy (alpha / beta): -0.0601 / -0.0834 Eh. Its energy relative to the best compared isomer or geometry (same formula, charge and spin) is 85.60 kcal/mol. The charge is -1. The value obtained for the frontier orbital gap (alpha / beta) is 6.077 / 6.621 eV. The spin multiplicity is 1.

Last column: Löwdin charge in e.
CARTESIAN COORDINATES (ANGSTROEM)
C  -0.669  -0.021  0.110  -0.3698
C  0.050  1.065  -0.579  -0.3861
N  -1.054  -0.113  1.345  0.0311
N  1.992  -1.114  0.511  -0.0842
O  1.251  -0.734  -0.393  -0.3729
O  0.621  2.053  -0.132  -0.0394
H  -0.950  -0.905  -0.636  0.1193
H  0.044  0.852  -1.710  0.1070
H  -1.285  -1.084  1.483  -0.0048

***

[3]
Here is the ion C5H7O3S with charge -1 from OMol25. Energies are from ωB97M-V/def2-TZVPD.

The value obtained for the total energy is -818.66456 Ha. As for the HOMO energy: -0.1431 Eh. Its energy relative to the best compared isomer or geometry (same formula, charge and spin) is 11.85 kcal/mol. The charge is -1. The value obtained for the frontier orbital gap is 7.171 eV. The spin multiplicity is 1.

Last column: Löwdin charge in e.
CARTESIAN COORDINATES (ANGSTROEM)
C  -0.786  -1.256  1.432  -0.0701
C  -0.466  -1.331  -0.058  -0.2359
C  -1.239  -2.399  -0.626  -0.5309
O  -1.948  -3.187  -0.009  0.0123
O  -1.123  -2.539  -1.990  0.0303
C  0.236  -0.426  -0.760  -0.3969
O  0.497  -0.418  -1.988  -0.1145
C  1.111  0.833  0.199  -0.4763
S  1.138  2.393  -0.743  0.5950
H  -0.867  -0.203  1.674  0.0391
H  0.242  -1.676  1.879  0.1204
H  -1.664  -1.722  1.759  0.0382
H  -0.436  -1.919  -2.413  0.0958
H  0.365  1.071  0.933  -0.0154
H  2.128  0.517  0.615  0.0690
H  1.229  1.969  -2.032  -0.1600

***

[4]
Here is a structure of composition C11H20Cl2N2O2PRuSe from OMol25. Energies are from ωB97M-V/def2-TZVPD.

The value obtained for the total energy is -4448.47185 Ha. As for the HOMO energy (alpha / beta): -0.5031 / -0.5801 Eh. Its energy relative to the best compared isomer or geometry (same formula, charge and spin) is 33.03 kcal/mol. The charge is +2. The value obtained for the frontier orbital gap (alpha / beta) is 6.163 / 5.342 eV. The spin multiplicity is 6.

Last column: Löwdin charge in e.
CARTESIAN COORDINATES (ANGSTROEM)
C  2.390  -1.621  -3.227  -0.0347
C  2.299  -0.681  -2.074  -0.4843
H  3.352  -1.557  -3.735  0.1154
H  1.600  -1.352  -3.940  0.0938
H  2.194  -2.641  -2.902  0.0908
O  3.132  0.137  -1.742  0.2106
Cl  -1.306  -1.000  -2.931  0.1251
Ru  0.455  -1.048  -1.373  0.6828
P  1.471  -1.534  0.733  0.6618
C  2.270  -0.190  1.688  -0.2181
C  0.902  -2.576  2.150  -0.2551
H  2.430  -3.320  -0.573  0.0466
H  3.275  -3.129  1.014  0.0741
H  3.619  -1.965  -0.335  0.0570
C  2.857  -2.601  0.144  -0.2185
H  0.243  -3.371  1.789  0.0141
H  1.794  -3.026  2.614  0.0743
H  2.981  -0.633  2.406  0.0816
H  1.496  0.369  2.234  0.0443
H  0.376  -1.969  2.895  0.0451
H  2.805  0.477  1.000  0.0515
C  0.411  0.723  -0.956  -0.4199
O  0.444  1.885  -0.782  0.1406
Cl  -0.641  -3.025  -0.623  0.0645
C  -1.249  2.919  2.377  -0.0060
N  -2.050  2.651  1.204  -0.1078
C  -2.678  3.619  0.443  0.0371
C  -3.315  2.989  -0.581  0.0491
N  -3.068  1.627  -0.424  -0.0984
C  -3.643  0.603  -1.263  -0.0537
C  -2.266  1.407  0.667  -0.6396
Se  -1.581  -0.204  1.210  0.9371
H  -0.255  3.293  2.101  0.1133
H  -1.146  1.997  2.947  0.0667
H  -1.752  3.683  2.986  0.1198
H  -2.617  4.677  0.693  0.1595
H  -3.881  3.368  -1.413  0.1526
H  -4.741  0.680  -1.242  0.1248
H  -3.278  0.712  -2.288  0.0617
H  -3.328  -0.375  -0.893  0.0405